Entry 1:
Here is a single C4H5NO3 molecule in a non-equilibrium geometry from the OMol25 dataset. Energies are from ωB97M-V/def2-TZVPD.

Geometry as XYZ:
```
13
Properties=species:S:1:pos:R:3:forces:R:3
O 0.98435 1.97236 -0.75353 1.3 2.6 1.8
C 0.90689 1.24750 0.44772 1.4 1.9 -2.4
C -0.43350 0.41944 0.40003 -3.1 1.0 0.8
O -1.19832 -0.61531 1.17537 -0.4 -0.6 -3.0
C -1.33130 -1.58379 0.08720 2.9 0.7 -2.2
N -0.50963 -1.77871 -0.99381 -0.4 1.6 4.3
O 0.86976 -1.05445 -0.93358 -1.6 -0.2 -0.7
C 0.84479 -0.12658 0.12447 0.8 -5.7 2.0
H 0.37794 1.77427 -1.43708 -1.1 -0.9 -0.7
H 1.67898 1.62647 1.16129 -1.4 -0.2 -0.3
H -1.18939 0.95606 -0.38370 2.2 -1.6 1.8
H -2.25251 -2.19630 -0.02050 0.6 0.7 0.6
H 1.25194 -0.64096 1.12611 -1.2 0.6 -1.9
```
Positions in Å, forces in eV/Å.

energy above the lowest of the compared OMol25 structures with the same formula, charge and spin = 185.3 kcal per mole
HOMO-LUMO gap = 10.53 eV
max |F| = 0.119 hartree/bohr
E = -435.62520 Ha

Here are the Mulliken charges for atoms 1 to 8, given in e: number 1, O, carries -0.49; number 2, C, carries -0.10; number 3, C, carries -0.25; number 4, O, carries -0.32; number 5, C, carries -0.01; number 6, N, carries -0.23; number 7, O, carries -0.31; number 8, C, carries 0.28

Entry 2:
Here is 2 unconnected molecules or ions with the total composition C4H5NO3 in a non-equilibrium geometry from the OMol25 dataset. Energies are from ωB97M-V/def2-TZVPD.

Geometry as XYZ:
```
13
Properties=species:S:1:pos:R:3:forces:R:3
C 0.99346 -1.30632 -0.38381 -2.1 -1.3 0.8
C 0.36766 0.05244 -0.61633 -0.3 -1.3 0.0
C -1.18816 1.53817 -0.32526 0.2 1.2 -1.5
C -0.28060 -0.72481 0.42104 1.2 -0.5 0.0
H 2.76979 0.16027 -0.30733 -1.0 -4.1 1.2
H 0.47508 -2.23806 -0.77432 1.2 1.1 -0.3
H 1.03937 0.77435 -0.16654 0.9 0.2 0.3
H -1.52831 2.70129 -0.56979 0.9 -3.6 0.2
H -1.09835 -1.31306 0.18081 -1.2 -1.4 -1.6
N -1.24099 1.23744 0.90702 -0.2 -0.1 0.8
O 2.24356 -1.48595 0.04374 1.7 4.5 -1.4
O -0.52085 0.73103 -1.42437 -1.5 2.4 0.8
O -0.76331 -0.00805 1.46990 0.2 3.0 0.7
```
Positions in Å, forces in eV/Å.

energy above the lowest of the compared OMol25 structures with the same formula, charge and spin = 256.9 kcal per mole
HOMO-LUMO gap = 6.76 eV
max |F| = 0.097 hartree/bohr
E = -435.51104 Ha

Here are the Mulliken charges for atoms 1 to 8, given in e: number 1, C, carries 0.22; number 2, C, carries -0.13; number 3, C, carries -0.02; number 4, C, carries -0.12; number 5, H, carries 0.35; number 6, H, carries 0.31; number 7, H, carries 0.10; number 8, H, carries 0.30

Entry 3:
Here is a single C4H5NO4 molecule in a non-equilibrium geometry from the OMol25 dataset. Energies are from ωB97M-V/def2-TZVPD.

Geometry as XYZ:
```
14
Properties=species:S:1:pos:R:3:forces:R:3
N 2.14228 0.96876 -1.49910 0.7 1.0 -0.3
C 1.34675 0.29665 -0.88652 -1.5 -2.2 0.8
C 0.47814 -0.52347 -0.29648 0.4 1.5 -0.9
O 0.72026 -1.87550 -0.24550 -3.3 -1.5 -0.6
C -0.80121 0.13751 0.19847 -0.7 -1.8 -0.9
O -1.46086 0.67281 -0.94313 -1.8 0.3 1.7
O -0.51753 1.04924 1.15227 0.3 2.0 1.6
C -1.79580 -0.81390 1.02034 3.3 0.6 -1.1
O -2.91771 -0.94358 0.75595 -3.8 0.1 -1.2
H 2.83310 1.36302 -0.86532 0.5 0.2 -0.2
H -0.19899 -2.30515 -0.52551 3.0 1.0 0.7
H -2.40090 0.92165 -0.62310 2.0 -0.6 -0.8
H 0.38789 1.38448 1.09520 -0.3 -0.1 -0.1
H -1.41808 -1.36219 1.84403 1.2 -0.4 1.3
```
Positions in Å, forces in eV/Å.

energy above the lowest of the compared OMol25 structures with the same formula, charge and spin = 82.1 kcal per mole
HOMO-LUMO gap = 9.09 eV
max |F| = 0.077 hartree/bohr
E = -511.03065 Ha

Here are the Mulliken charges for atoms 1 to 8, given in e: number 1, N, carries -0.55; number 2, C, carries 0.21; number 3, C, carries -0.04; number 4, O, carries -0.58; number 5, C, carries 0.83; number 6, O, carries -0.55; number 7, O, carries -0.51; number 8, C, carries -0.27

Entry 4:
Here is a single C4H5NO4S molecule in a non-equilibrium geometry from the OMol25 dataset. Energies are from ωB97M-V/def2-TZVPD.

Geometry as XYZ:
```
15
Properties=species:S:1:pos:R:3:forces:R:3
C -0.41163 1.08916 -0.71283 -0.6 2.1 0.6
C -1.24308 0.24958 -0.13536 0.5 0.0 -0.1
C 0.92301 1.23875 -0.06841 1.4 -3.4 -0.7
C 0.77790 -1.39190 1.15857 0.8 3.0 -1.2
N -2.56025 -0.28543 -0.12333 -0.3 1.0 0.1
O -2.95286 -0.71459 -1.17803 -0.2 -0.5 -0.8
O -3.21830 -0.22687 0.90365 0.7 -0.1 0.0
O 2.95375 -0.32530 0.12071 2.0 0.0 1.0
O 1.33759 -1.13910 -1.47443 -0.9 0.1 0.9
S 1.58780 -0.52565 -0.19071 0.0 0.6 -0.1
H -0.55618 1.94026 -1.42842 -0.8 -1.3 0.1
H 1.81865 1.67735 -0.55107 -1.1 0.6 0.1
H 0.90362 1.32944 0.99941 0.0 0.7 0.4
H 0.40756 -0.80324 1.97908 0.2 -0.1 0.4
H 0.23243 -2.11246 0.70118 -1.7 -2.8 -0.5
```
Positions in Å, forces in eV/Å.

energy above the lowest of the compared OMol25 structures with the same formula, charge and spin = 174.7 kcal per mole
HOMO-LUMO gap (alpha / beta) = 8.32 / 8.10 eV
max |F| = 0.072 hartree/bohr
E = -908.97539 Ha

Here are the Mulliken charges for atoms 1 to 8, given in e: number 1, C, carries -0.22; number 2, C, carries -0.06; number 3, C, carries -0.77; number 4, C, carries -0.84; number 5, N, carries 0.89; number 6, O, carries -0.48; number 7, O, carries -0.51; number 8, O, carries -0.65

Entry 5:
Here is a molecular structure, C4H5NOS in a non-equilibrium geometry from the OMol25 dataset. Energies are from ωB97M-V/def2-TZVPD.

Geometry as XYZ:
```
12
Properties=species:S:1:pos:R:3:forces:R:3
C -1.64402 -0.04080 -0.55290 -1.6 -1.1 0.0
C -0.48140 -0.68943 -0.11836 -0.8 -0.9 2.2
C -1.52241 1.27086 -0.36313 0.0 1.2 -1.9
C 0.41477 0.12698 0.47000 -1.6 1.1 -1.8
N 1.68209 0.06096 0.86716 -0.5 1.3 0.2
O -0.41231 1.72172 0.10076 2.2 -1.9 1.1
S 2.93080 0.53882 -0.31883 -0.9 -1.5 0.7
H -2.63204 -0.45036 -0.75675 0.6 -0.3 -0.4
H -0.61802 -1.73699 0.19856 1.0 0.3 -0.7
H -2.19139 1.90565 -0.93328 -0.3 0.8 0.9
H 1.72952 0.36872 1.82574 1.1 0.2 0.1
H 2.75386 -0.74479 -0.75355 0.8 0.8 -0.4
```
Positions in Å, forces in eV/Å.

energy above the lowest of the compared OMol25 structures with the same formula, charge and spin = 83.6 kcal per mole
HOMO-LUMO gap = 8.32 eV
max |F| = 0.060 hartree/bohr
E = -683.47468 Ha

Here are the Mulliken charges for atoms 1 to 8, given in e: number 1, C, carries -0.42; number 2, C, carries -0.37; number 3, C, carries -0.09; number 4, C, carries 0.28; number 5, N, carries -0.35; number 6, O, carries -0.47; number 7, S, carries -0.09; number 8, H, carries 0.35

Entry 6:
Here is 2 unconnected molecules or ions with the total composition C4H5NOS in a non-equilibrium geometry from the OMol25 dataset. Energies are from ωB97M-V/def2-TZVPD.

Geometry as XYZ:
```
12
Properties=species:S:1:pos:R:3:forces:R:3
C 2.21534 0.91677 1.50181 0.2 -0.1 -0.1
C -0.27804 -0.45401 0.94365 0.0 -0.7 2.7
C -1.13784 -0.57620 -1.34456 0.0 -0.1 0.2
C -0.31268 0.21504 -0.31683 0.0 0.6 -1.3
N 3.02280 0.42556 0.83930 0.6 -0.3 -0.5
O -0.48844 -1.34946 1.62972 0.4 1.4 -1.2
S 0.97124 1.55319 2.36840 -1.3 -0.5 -0.1
H -2.15757 -0.71233 -0.99410 -0.1 0.0 0.0
H -1.16047 -0.02164 -2.27804 0.0 0.1 0.0
H -0.69690 -1.55011 -1.52775 0.0 -0.1 -0.1
H -0.71041 1.22616 -0.18566 0.2 -0.2 0.3
H 0.73297 0.32703 -0.63595 0.0 0.0 0.2
```
Positions in Å, forces in eV/Å.

energy above the lowest of the compared OMol25 structures with the same formula, charge and spin = 46.3 kcal per mole
HOMO-LUMO gap = 7.59 eV
max |F| = 0.054 hartree/bohr
E = -683.53407 Ha

Here are the Mulliken charges for atoms 1 to 8, given in e: number 1, C, carries 0.36; number 2, C, carries 0.35; number 3, C, carries -1.25; number 4, C, carries -0.14; number 5, N, carries -0.52; number 6, O, carries -0.24; number 7, S, carries -0.38; number 8, H, carries 0.36

Entry 7:
Here is a single C4H5NOS molecule in a non-equilibrium geometry from the OMol25 dataset. Energies are from ωB97M-V/def2-TZVPD.

Geometry as XYZ:
```
12
Properties=species:S:1:pos:R:3:forces:R:3
C -0.48674 0.53660 0.54937 1.6 2.6 3.9
C 0.22052 -0.09258 -0.50621 -0.6 -1.5 -0.4
C -2.85170 0.45909 1.13243 -0.9 0.2 0.6
C 1.31412 -1.03176 -0.12568 2.0 -0.3 -0.5
N -1.71617 0.71684 0.79672 -0.7 -1.2 -0.8
O 2.34598 0.25460 -2.21903 -0.1 0.6 0.3
S 1.86812 0.59499 -0.84990 0.3 -1.0 -0.8
H 0.15013 0.97078 1.40273 -0.7 -0.7 -1.3
H -0.44692 -0.47830 -1.24232 0.0 0.1 -1.2
H -3.73989 1.10601 1.09640 0.6 0.1 -0.4
H 1.68624 -1.73990 -0.92531 -0.8 0.7 1.0
H 1.65630 -1.29637 0.89079 -0.7 0.4 -0.5
```
Positions in Å, forces in eV/Å.

energy above the lowest of the compared OMol25 structures with the same formula, charge and spin = 114.6 kcal per mole
HOMO-LUMO gap (alpha / beta) = 8.45 / 8.45 eV
max |F| = 0.098 hartree/bohr
E = -683.42534 Ha

Here are the Mulliken charges for atoms 1 to 8, given in e: number 1, C, carries -0.22; number 2, C, carries -0.13; number 3, C, carries -0.30; number 4, C, carries -0.64; number 5, N, carries 0.03; number 6, O, carries -0.59; number 7, S, carries 0.41; number 8, H, carries 0.20

Entry 8:
Here is a single C4H5NOS molecule in a non-equilibrium geometry from the OMol25 dataset. Energies are from ωB97M-V/def2-TZVPD.

Geometry as XYZ:
```
12
Properties=species:S:1:pos:R:3:forces:R:3
N -0.99107 -1.60736 -0.22511 4.4 -0.4 -1.6
C -1.51819 -0.38542 0.06468 -2.0 -1.6 1.4
C -0.89250 0.76484 0.37850 3.3 0.3 -1.4
C 0.57877 1.13950 0.05921 2.1 5.8 -2.0
O 0.92168 2.42863 -0.21233 -2.7 -6.3 1.8
C 2.00682 0.35046 -0.09145 -0.2 6.6 0.9
S 2.38020 -1.11171 0.15798 0.7 -3.4 0.1
H 0.12136 -1.60308 -0.49345 -3.6 0.1 1.2
H -1.35911 -2.55159 -0.43626 -0.6 1.8 0.4
H -2.63832 -0.36319 0.30888 1.6 -0.3 -0.7
H -1.51465 1.59859 0.60175 -0.1 0.6 0.1
H 2.90502 1.34033 -0.11239 -3.0 -3.1 -0.3
```
Positions in Å, forces in eV/Å.

energy above the lowest of the compared OMol25 structures with the same formula, charge and spin = 95.4 kcal per mole
HOMO-LUMO gap = 7.78 eV
max |F| = 0.139 hartree/bohr
E = -683.45593 Ha

Here are the Mulliken charges for atoms 1 to 8, given in e: number 1, N, carries -0.32; number 2, C, carries 0.23; number 3, C, carries -0.67; number 4, C, carries 0.51; number 5, O, carries -0.55; number 6, C, carries 0.03; number 7, S, carries -0.32; number 8, H, carries 0.01

Entry 9:
Here is a single C4H5NOS2 molecule in a non-equilibrium geometry from the OMol25 dataset. Energies are from ωB97M-V/def2-TZVPD.

Geometry as XYZ:
```
13
Properties=species:S:1:pos:R:3:forces:R:3
O 1.74589 -0.48520 2.07197 -1.6 1.9 -1.8
C 0.93037 0.18550 1.05410 2.5 -2.3 1.6
C -0.37533 0.67890 1.04078 -1.5 -1.2 -1.6
C -0.81534 0.46833 -0.31111 -1.5 2.7 2.7
S -2.33447 1.12566 -1.05070 -1.8 -2.4 1.5
N 0.26378 0.22616 -1.04934 2.2 -2.9 -2.6
S 0.11279 -0.38843 -2.75225 0.4 -1.6 1.9
C 1.38470 -0.06617 -0.19314 -0.6 -0.8 -1.9
H 1.41851 -0.13971 2.88790 -0.1 0.2 1.2
H -1.04860 0.94642 1.83232 0.1 0.1 0.2
H -3.51598 0.09595 -0.51638 3.0 2.1 -1.1
H -0.00256 -1.87170 -2.56327 0.2 2.7 0.1
H 2.23626 -0.77572 -0.45088 -1.4 1.5 0.0
```
Positions in Å, forces in eV/Å.

energy above the lowest of the compared OMol25 structures with the same formula, charge and spin = 80.0 kcal per mole
HOMO-LUMO gap = 8.54 eV
max |F| = 0.087 hartree/bohr
E = -1081.66581 Ha

Here are the Mulliken charges for atoms 1 to 8, given in e: number 1, O, carries -0.50; number 2, C, carries 0.61; number 3, C, carries -0.69; number 4, C, carries 0.12; number 5, S, carries -0.24; number 6, N, carries -0.06; number 7, S, carries -0.12; number 8, C, carries -0.44